# 1
Density functional theory data (wB97M-V/def2-TZVPD) for a cluster of 2 separate species, C14H9F9NO4S2 in total.

The calculation puts the total energy at -2589.8854 a.u. The LUMO energy is 0.0852 hartree. As for the net charge: -1. Its HOMO energy is -3.77 eV. The gap between HOMO and LUMO is 6.09 eV. The value obtained for the energy above the lowest of the compared OMol25 structures with the same formula, charge and spin is 0.000 eV.

Each line ends with the Löwdin charge.
CARTESIAN COORDINATES (ANGSTROEM)
F: -2.185 -3.889 6.360  0.06
C: -1.810 -3.070 5.331  -0.81
F: -2.175 -1.794 5.638  0.08
F: -0.453 -3.100 5.225  0.08
S: -2.620 -3.663 3.834  1.13
N: -1.960 -2.450 2.826  -0.26
C: -0.787 -2.672 2.060  -0.44
O: -0.123 -3.689 2.074  0.08
C: -0.589 -1.395 1.267  -0.06
C: -1.773 -0.506 1.565  -0.07
C: -2.683 -1.270 2.513  -0.44
O: -3.776 -0.986 2.939  0.09
H: 0.351 -0.922 1.568  0.14
H: -0.516 -1.628 0.201  0.14
H: -1.467 0.426 2.048  0.13
H: -2.318 -0.220 0.663  0.11
F: -2.767 4.283 0.384  0.12
C: -1.506 3.821 0.440  -0.63
F: -0.650 4.871 0.457  0.11
F: -1.347 3.107 1.588  0.09
S: -1.163 2.700 -1.014  0.70
C: 0.459 2.183 -0.691  -0.25
C: 1.190 1.477 -1.666  -0.30
C: 0.646 1.058 -2.922  -0.04
C: 1.374 0.247 -3.772  -0.04
C: 2.683 -0.105 -3.446  -0.18
C: 3.449 -1.014 -4.364  -0.54
F: 4.800 -0.820 -4.280  0.09
F: 3.224 -2.337 -4.072  0.09
F: 3.106 -0.837 -5.675  0.10
C: 3.285 0.352 -2.277  -0.05
C: 2.567 1.159 -1.411  -0.05
O: -2.077 1.581 -0.881  -0.33
O: -1.244 3.562 -2.174  -0.32
H: 0.971 2.684 0.127  0.07
H: -0.355 1.350 -3.241  0.10
H: 0.917 -0.112 -4.687  0.11
H: 4.307 0.068 -2.039  0.11
H: 3.017 1.551 -0.495  0.10

Atoms 1-6, force components in eV/Å:
0.3988 0.7625 -0.7587
0.1813 0.0754 0.5450
0.5248 -1.1028 -0.0606
-1.1567 0.1763 0.3453
0.3550 0.5061 -0.1830
-0.6224 -1.2067 0.5335

=====

# 2
Density functional theory data (wB97M-V/def2-TZVPD) for a cluster of 12 separate species, C47H80FN11O3 in total.

The calculation puts the total energy at -2766.6101 a.u. The LUMO energy is -0.0097 hartree. Its HOMO energy is -10.78 eV. The gap between HOMO and LUMO is 10.52 eV. The value obtained for the energy above the lowest of the compared OMol25 structures with the same formula, charge and spin is 0.000 eV. The SMILES is O=C1OC[C@@H](F)O1.CCCC#N.CCCC#N.CCCC#N.CCCC#N.CCCC#N.CCCC#N.CCCC#N.CCCC#N.CCCC#N.CCCC#N.CCCC#N.

Each line ends with the Löwdin charge.
CARTESIAN COORDINATES (ANGSTROEM)
C: 3.243 -1.734 -3.718  -0.10
C: 4.500 -2.515 -3.255  -0.25
C: 4.868 -3.729 -4.041  -0.20
C: 3.719 -4.674 -4.459  -0.19
N: 2.822 -5.354 -4.766  0.12
H: 3.251 -1.306 -4.720  0.07
H: 3.114 -0.889 -3.041  0.04
H: 2.305 -2.288 -3.704  0.07
H: 4.231 -2.884 -2.265  0.11
H: 5.385 -1.882 -3.187  0.11
H: 5.639 -4.259 -3.482  0.11
H: 5.311 -3.455 -4.998  0.11
C: -0.307 0.957 0.520  -0.11
C: 0.153 0.291 -0.746  -0.22
C: 1.183 -0.894 -0.405  -0.12
C: 0.750 -1.948 0.607  -0.13
N: 0.269 -2.744 1.339  0.17
H: -0.922 1.817 0.256  0.05
H: 0.620 1.411 0.870  0.08
H: -0.782 0.330 1.274  0.05
H: 0.563 0.993 -1.472  0.07
H: -0.721 -0.150 -1.226  0.07
H: 2.162 -0.483 -0.162  0.08
H: 1.401 -1.418 -1.335  0.09
C: 0.390 3.818 -7.093  -0.11
C: -0.363 4.614 -6.023  -0.23
C: -0.936 3.849 -4.784  -0.17
C: -0.061 2.811 -4.244  -0.23
N: 0.601 1.997 -3.795  0.18
H: 1.144 3.154 -6.672  0.07
H: 0.857 4.532 -7.772  0.07
H: -0.340 3.286 -7.703  0.07
H: -1.160 5.065 -6.614  0.11
H: 0.387 5.330 -5.688  0.10
H: -1.871 3.369 -5.073  0.09
H: -1.298 4.525 -4.010  0.09
C: -2.051 -2.210 5.503  -0.08
C: -0.791 -1.497 4.994  -0.27
C: -1.010 -0.208 4.308  -0.21
C: -1.825 0.803 5.084  -0.22
N: -2.418 1.514 5.780  0.13
H: -2.812 -1.609 6.001  0.07
H: -1.890 -3.065 6.160  0.07
H: -2.527 -2.727 4.669  0.05
H: -0.310 -2.159 4.274  0.08
H: -0.047 -1.334 5.774  0.11
H: -1.524 -0.284 3.350  0.08
H: -0.083 0.251 3.964  0.09
C: -4.743 5.000 0.718  -0.10
C: -3.496 4.889 -0.091  -0.28
C: -2.222 4.826 0.800  -0.18
C: -2.161 3.741 1.778  -0.20
N: -2.040 2.881 2.580  0.18
H: -4.943 4.205 1.437  0.08
H: -5.535 5.024 -0.030  0.08
H: -4.697 5.909 1.318  0.08
H: -3.305 5.538 -0.946  0.09
H: -3.498 3.924 -0.597  0.08
H: -2.024 5.754 1.335  0.12
H: -1.376 4.648 0.136  0.09
C: 1.776 -7.197 3.880  -0.10
C: 2.142 -6.171 2.785  -0.23
C: 1.625 -4.783 3.156  -0.21
C: 1.890 -4.143 4.464  -0.21
N: 2.083 -3.692 5.511  0.16
H: 0.710 -7.416 3.942  0.07
H: 2.048 -6.900 4.893  0.07
H: 2.241 -8.161 3.679  0.07
H: 1.657 -6.462 1.853  0.10
H: 3.212 -6.148 2.574  0.11
H: 0.561 -4.745 2.924  0.07
H: 2.100 -4.036 2.520  0.09
C: 2.722 -0.570 3.464  -0.11
C: 3.912 -0.981 4.315  -0.26
C: 5.277 -0.552 3.758  -0.17
C: 5.570 -1.138 2.417  -0.23
N: 5.746 -1.558 1.363  0.14
H: 2.840 -1.022 2.480  0.06
H: 2.470 0.491 3.466  0.08
H: 1.827 -0.969 3.943  0.04
H: 3.877 -2.051 4.523  0.08
H: 3.764 -0.491 5.277  0.11
H: 6.076 -0.838 4.442  0.11
H: 5.247 0.534 3.676  0.12
C: 1.846 4.226 -0.405  -0.08
C: 1.488 5.250 -1.564  -0.22
C: 1.761 6.661 -1.179  -0.21
C: 1.552 7.019 0.231  -0.24
N: 1.375 7.348 1.319  0.16
H: 1.804 3.186 -0.727  0.05
H: 1.145 4.230 0.430  0.06
H: 2.797 4.351 0.114  0.08
H: 0.409 5.234 -1.719  0.10
H: 2.155 4.910 -2.356  0.09
H: 1.101 7.348 -1.708  0.12
H: 2.749 7.068 -1.396  0.12
C: -2.786 1.067 -2.829  -0.08
C: -4.294 1.222 -3.236  -0.22
C: -4.545 2.441 -4.174  -0.18
C: -4.154 3.788 -3.692  -0.22
N: -3.894 4.840 -3.366  0.17
H: -2.306 1.000 -3.805  0.07
H: -2.473 0.150 -2.329  0.04
H: -2.434 1.955 -2.305  0.06
H: -5.109 1.387 -2.532  0.10
H: -4.638 0.287 -3.679  0.11
H: -5.614 2.451 -4.386  0.12
H: -4.132 2.350 -5.179  0.11
C: -4.571 -2.815 -0.760  -0.07
C: -3.295 -2.133 -0.113  -0.22
C: -3.687 -1.031 0.868  -0.19
C: -4.692 -1.320 1.895  -0.23
N: -5.467 -1.547 2.718  0.16
H: -4.179 -3.534 -1.478  0.07
H: -5.126 -2.063 -1.321  0.07
H: -5.150 -3.367 -0.019  0.05
H: -2.596 -1.765 -0.865  0.08
H: -2.745 -2.892 0.443  0.07
H: -4.070 -0.125 0.397  0.12
H: -2.808 -0.735 1.440  0.08
C: -1.820 -5.725 1.370  -0.13
C: -2.435 -5.621 2.681  -0.25
C: -3.832 -4.854 2.756  -0.15
C: -4.879 -5.426 1.852  -0.23
N: -5.666 -5.856 1.142  0.14
H: -2.338 -6.288 0.593  0.09
H: -0.821 -6.156 1.444  0.06
H: -1.548 -4.756 0.952  0.05
H: -1.756 -5.127 3.376  0.10
H: -2.681 -6.620 3.041  0.11
H: -3.719 -3.797 2.512  0.07
H: -4.270 -4.960 3.748  0.11
C: 5.008 3.365 -1.654  -0.05
C: 4.449 2.220 -2.564  -0.30
O: 3.872 1.297 -1.653  0.10
C: 4.271 1.606 -0.387  -0.48
O: 3.957 0.990 0.623  0.12
O: 5.074 2.732 -0.376  0.06
F: 5.485 1.650 -3.192  0.08
H: 4.381 4.256 -1.667  0.11
H: 5.970 3.687 -2.053  0.14
H: 3.734 2.587 -3.299  0.16

Atoms 1-6, force components in eV/Å:
0.2272 0.4705 -0.0209
-1.8714 0.2857 0.3183
-0.5747 -1.4930 -1.6574
-0.4226 -0.0600 0.5272
1.7949 1.3266 0.5374
0.5572 -0.0646 -0.1655

=====

# 3
Density functional theory data (wB97M-V/def2-TZVPD) for a cluster of 2 separate species, CH4O2PS in total.

The calculation puts the total energy at -930.4262 a.u. Its multiplicity is 3. The LUMO energy (spin up / spin down) is 0.1311 / 0.0654 hartree. As for the net charge: -1. Its HOMO energy (spin up / spin down) is 0.41 / -4.83 eV. The gap between HOMO and LUMO (spin up / spin down) is 3.16 / 6.61 eV. The value obtained for the energy above the lowest of the compared OMol25 structures with the same formula, charge and spin is 1.910 eV. The expectation value of S² is 2.007.

Each line ends with the Löwdin spin population.
CARTESIAN COORDINATES (ANGSTROEM)
C: -0.210 0.018 0.909  0.44
O: 2.490 0.132 0.607  0.32
O: 1.117 -0.964 -1.209  0.12
P: 1.412 -0.843 0.446  0.49
S: -1.674 -0.913 0.319  0.25
H: -0.111 1.352 0.173  0.31
H: -0.470 0.215 1.875  0.02
H: 1.112 -0.082 -1.514  0.03
H: -0.938 -2.043 0.169  0.02

Atoms 1-6, force components in eV/Å:
0.3661 0.0222 -3.3026
1.8656 0.6871 0.9704
0.3007 -2.3922 1.7688
-2.6993 0.8281 -1.8032
0.7853 -0.5245 -0.2391
-0.1045 -1.3366 0.6806

=====

# 4
Density functional theory data (wB97M-V/def2-TZVPD) for a structure of composition C6H7LiO6Ru.

The calculation puts the total energy at -785.7359 a.u. Its multiplicity is 7. The LUMO energy (spin up / spin down) is -0.3524 / -0.4217 hartree. As for the net charge: +2. Its HOMO energy (spin up / spin down) is -15.17 / -16.21 eV. The gap between HOMO and LUMO (spin up / spin down) is 5.58 / 4.74 eV. The value obtained for the energy above the lowest of the compared OMol25 structures with the same formula, charge and spin is 3.828 eV. The expectation value of S² is 12.011.

Each line ends with the Löwdin spin population.
CARTESIAN COORDINATES (ANGSTROEM)
Ru: 2.036 2.460 -0.660  3.61
O: 0.412 1.304 -0.680  0.45
O: 1.011 -1.001 -0.737  0.02
C: 2.365 -1.219 -1.134  0.00
C: 3.145 -0.541 -0.019  0.01
O: 2.272 0.538 0.349  0.09
C: 0.942 0.210 -0.091  0.11
H: 2.538 -2.297 -1.199  0.00
H: 2.552 -0.748 -2.110  0.00
H: 4.103 -0.122 -0.343  0.00
H: 3.293 -1.198 0.848  0.00
Li: -5.786 0.086 -0.777  0.00
O: -4.321 1.499 -0.523  0.03
O: -2.448 0.957 0.581  0.26
C: -1.560 0.024 0.822  0.64
C: -0.151 0.382 0.916  0.45
O: -4.205 -0.521 0.390  0.01
C: -3.752 0.575 0.056  0.02
H: -1.998 -0.725 1.500  0.07
H: -0.028 1.244 1.588  0.03
H: -0.419 -0.907 1.222  0.20

Atoms 1-6, force components in eV/Å:
0.2606 1.2347 -0.3716
0.4561 1.3954 -2.5719
-0.5228 1.1661 0.5139
0.5771 -0.1267 -0.3982
0.8879 -1.0144 -0.2146
-0.5903 0.3850 0.3624

=====

# 5
Density functional theory data (wB97M-V/def2-TZVPD) for the molecule C5H13NS.

The calculation puts the total energy at -651.2395 a.u. The LUMO energy is 0.0398 hartree. Its HOMO energy is -8.34 eV. The gap between HOMO and LUMO is 9.43 eV. The value obtained for the energy above the lowest of the compared OMol25 structures with the same formula, charge and spin is 0.121 eV. The SMILES is CSCC[C@H](C)N.

Each line ends with the Löwdin charge.
CARTESIAN COORDINATES (ANGSTROEM)
C: 2.983 -0.538 -0.001  -0.08
C: 1.516 -0.681 -0.366  -0.48
C: 0.860 0.675 -0.457  -0.27
C: -0.676 0.645 -0.516  -0.51
S: -1.362 0.380 1.141  0.78
C: -3.104 0.726 0.677  -0.40
N: 1.306 -1.413 -1.622  0.03
H: 3.118 -0.345 1.070  0.08
H: 3.473 0.260 -0.549  0.08
H: 3.471 -1.506 -0.128  0.07
H: 1.013 -1.269 0.405  0.13
H: 1.086 1.231 0.461  0.10
H: 1.250 1.266 -1.285  0.12
H: -1.026 -0.151 -1.173  0.07
H: -1.014 1.608 -0.905  0.08
H: -3.772 0.613 1.526  0.03
H: -3.387 0.080 -0.113  0.02
H: -3.079 1.776 0.394  0.03
H: 2.029 -1.248 -2.310  0.07
H: 1.296 -2.412 -1.465  0.07

Atoms 1-6, force components in eV/Å:
0.0685 -0.6054 0.9665
0.1548 -0.2068 -0.5128
-0.8163 0.4125 0.8608
0.4509 -0.0387 -0.2111
-0.5024 -0.0894 -0.0703
1.1179 0.7831 0.9616

=====

# 6
Density functional theory data (wB97M-V/def2-TZVPD) for a structure of composition C31H62P2Si2Zr.

The calculation puts the total energy at -2526.6692 a.u. The LUMO energy is -0.2689 hartree. As for the net charge: +2. Its HOMO energy is -13.30 eV. The gap between HOMO and LUMO is 5.98 eV.

Each line ends with the Löwdin charge.
CARTESIAN COORDINATES (ANGSTROEM)
Zr: 0.105 -0.480 1.396  1.39
C: -0.315 -2.939 2.027  -0.28
C: 1.046 -3.097 1.627  -0.23
C: 0.989 -1.541 3.350  -0.33
C: -0.364 -2.008 3.129  -0.34
C: 1.839 -2.199 2.393  -0.28
C: -1.450 -3.771 1.539  -0.02
H: -1.215 -4.232 0.571  0.07
H: -2.361 -3.167 1.406  0.09
H: -1.703 -4.589 2.238  0.12
C: -1.529 -1.761 4.035  -0.01
H: -2.473 -2.095 3.588  0.08
H: -1.649 -0.691 4.273  0.08
H: -1.402 -2.292 4.992  0.11
C: 1.487 -0.791 4.538  -0.01
H: 1.472 -1.426 5.437  0.12
H: 0.867 0.088 4.749  0.04
H: 2.511 -0.428 4.388  0.08
C: 3.325 -2.155 2.392  -0.02
H: 3.766 -2.791 3.183  0.12
H: 3.692 -1.130 2.559  0.08
H: 3.726 -2.507 1.435  0.07
C: 1.594 -4.069 0.646  -0.01
H: 1.991 -4.979 1.126  0.12
H: 2.422 -3.622 0.088  0.08
H: 0.829 -4.387 -0.072  0.07
C: -1.659 -0.065 -5.810  -0.11
C: -1.557 -1.413 -5.878  -0.12
C: -0.610 -2.186 -6.738  -0.18
C: 0.714 -1.474 -7.115  -0.19
C: 1.517 -0.935 -5.965  -0.09
C: 1.404 0.258 -5.379  -0.15
C: 0.478 1.370 -5.773  -0.18
C: -0.806 0.937 -6.523  -0.20
H: -1.103 -2.466 -7.691  0.13
H: 0.501 -0.710 -7.871  0.10
H: -0.375 -3.143 -6.242  0.11
H: -0.530 0.616 -7.535  0.10
H: -2.504 0.374 -5.273  0.10
H: -2.314 -2.024 -5.382  0.10
H: -1.418 1.847 -6.657  0.12
H: 0.196 1.944 -4.872  0.10
H: 2.131 0.540 -4.606  0.09
H: 1.009 2.085 -6.429  0.13
H: 1.343 -2.227 -7.620  0.12
H: 2.338 -1.599 -5.667  0.11
P: -0.661 -0.896 -1.156  0.83
P: 2.074 0.420 -0.080  0.79
C: 0.213 0.323 -2.262  -0.37
C: 1.195 1.233 -1.528  -0.36
H: -0.560 0.922 -2.745  0.09
H: 0.711 -0.218 -3.069  0.06
H: 1.982 1.607 -2.182  0.09
H: 0.679 2.107 -1.117  0.09
C: 3.050 1.770 0.658  -0.23
H: 3.688 1.359 1.455  0.06
H: 2.386 2.504 1.135  0.02
H: 3.668 2.274 -0.089  0.08
C: 3.415 -0.469 -0.944  -0.22
H: 3.864 0.196 -1.692  0.07
H: 3.031 -1.377 -1.438  0.05
H: 4.176 -0.780 -0.212  0.05
C: -2.438 -0.398 -1.333  -0.24
H: -3.044 -1.061 -0.690  0.05
H: -2.786 -0.489 -2.375  0.07
H: -2.576 0.637 -0.971  0.03
C: -0.700 -2.471 -2.089  -0.22
H: 0.289 -2.957 -2.053  0.05
H: -0.996 -2.332 -3.135  0.05
H: -1.409 -3.153 -1.594  0.05
C: -2.748 3.179 1.025  -0.17
Si: -2.428 1.849 2.327  0.41
C: -3.108 2.310 4.040  -0.18
C: -3.626 0.472 1.893  -0.18
C: -0.520 1.545 2.319  -0.48
Si: 0.232 2.785 3.635  0.44
C: -0.156 2.355 5.427  -0.17
C: 2.099 2.901 3.676  -0.19
C: -0.334 4.533 3.145  -0.18
H: -3.789 3.526 1.067  0.05
H: -2.600 2.762 0.016  0.02
H: -2.108 4.064 1.117  0.02
H: -4.203 2.429 3.980  0.05
H: -2.937 1.485 4.748  0.03
H: -2.708 3.221 4.502  0.03
H: -3.369 -0.501 2.323  0.01
H: -4.615 0.753 2.298  0.06
H: -3.742 0.338 0.815  0.00
H: -0.161 2.119 1.429  -0.03
H: 0.524 1.580 5.806  0.02
H: 0.033 3.241 6.052  0.06
H: -1.173 2.024 5.638  0.01
H: 2.579 1.921 3.763  0.02
H: 2.402 3.488 4.558  0.06
H: 2.542 3.405 2.810  0.02
H: -0.058 4.767 2.106  0.04
H: -1.410 4.733 3.232  0.03
H: 0.173 5.296 3.755  0.05

Atoms 1-6, force components in eV/Å:
-0.5077 0.7506 1.7883
0.5184 0.1530 0.4788
-0.4840 0.8749 0.0523
-0.3796 -0.9220 -0.1643
1.0254 -0.3602 -0.0126
-0.7917 0.2601 0.3767